[1]
{"formula": "C5H11N", "method": "wB97M-V/def2-TZVPD", "homo_lumo_gap_ev": 9.06, "total_charge": 0, "lumo_energy_ev": 1.21, "e_above_lowest_ev": 0.757, "smiles": "CCC/C=C/N", "e_homo_ev": -7.852, "species": ["C", "C", "C", "C", "C", "N", "H", "H", "H", "H", "H", "H", "H", "H", "H", "H", "H"], "xyz": [[1.8739, 1.0094, 1.5620], [0.9755, -0.2384, 1.4935], [-0.4421, 0.1042, 1.0653], [-0.6057, 0.3233, -0.4251], [-1.0972, -0.6420, -1.2127], [-1.1132, -0.5977, -2.6004], [1.2854, 1.9057, 1.7795], [2.3074, 1.1913, 0.5727], [2.6854, 0.9654, 2.2816], [1.4715, -0.9318, 0.8179], [0.9708, -0.7707, 2.4424], [-1.1557, -0.6988, 1.2886], [-0.7736, 0.9624, 1.6421], [-0.2511, 1.1999, -0.9542], [-1.6425, -1.4929, -0.8160], [-0.3495, -0.2330, -3.1381], [-1.7350, -1.2177, -3.0820]], "forces_ev_per_angstrom": [[-0.3, 0.3, -0.6], [0.8, 0.1, 0.4], [-0.6, -0.3, -0.8], [0.1, -0.6, -0.1], [-0.3, 0.6, -0.1], [-0.3, -0.1, -0.1], [0.0, -0.1, 0.2], [0.1, 0.0, 0.1], [0.1, -0.2, 0.1], [-0.3, -0.2, -0.3], [-0.2, 0.2, 0.3], [0.3, -0.1, 0.3], [-0.1, 0.3, 0.1], [0.3, 0.2, 0.3], [0.2, -0.1, 0.2], [0.0, 0.1, 0.2], [0.2, -0.1, -0.1]]}

[2]
{"formula": "C10H28BMnO6", "method": "wB97M-V/def2-TZVPD", "homo_lumo_gap_ev": [5.92, 6.17], "total_charge": -1, "lumo_energy_ev": [2.83, 2.83], "e_above_lowest_ev": 0.000, "e_homo_ev": [-3.086, -3.338], "multiplicity": 6, "species": ["Mn", "O", "C", "C", "O", "H", "H", "H", "H", "B", "H", "H", "H", "H", "C", "O", "C", "C", "O", "C", "H", "H", "H", "H", "H", "H", "H", "H", "H", "H", "C", "O", "C", "C", "O", "C", "H", "H", "H", "H", "H", "H", "H", "H", "H", "H"], "xyz": [[0.5796, 0.3465, -0.5961], [0.0068, 0.3643, -2.7125], [-1.3449, 0.7163, -2.7992], [-1.8163, 1.6306, -1.6110], [-1.3356, 1.2482, -0.3601], [-1.9521, -0.2076, -2.8132], [-1.5313, 1.2534, -3.7430], [-2.9184, 1.7074, -1.5750], [-1.5255, 2.6662, -1.8732], [2.6308, -0.4026, -1.4022], [3.6819, -0.8622, -1.5992], [2.5419, -0.2172, -0.2631], [2.5036, 0.6173, -1.9425], [1.7854, -1.1152, -1.7546], [-0.0370, 0.4170, 2.5721], [0.8927, 0.7073, 1.5479], [1.7462, 1.7872, 1.7946], [1.4503, 2.8977, 0.7832], [1.5735, 2.3282, -0.4960], [1.6833, 3.2921, -1.5347], [0.5288, 0.0021, 3.4201], [-0.7267, -0.3581, 2.2527], [-0.5738, 1.2873, 2.9538], [2.8133, 1.5503, 1.7297], [1.6653, 2.2312, 2.7962], [2.2306, 3.6449, 0.9910], [0.4749, 3.3477, 0.9854], [1.4784, 2.8285, -2.4949], [2.7087, 3.6797, -1.5580], [0.9956, 4.1080, -1.2969], [0.9410, -2.5534, 1.1274], [0.3578, -1.7379, 0.1273], [-0.6007, -2.4288, -0.6505], [-2.0108, -2.4220, -0.0612], [-2.1067, -3.2136, 1.1147], [-3.2591, -2.8768, 1.8506], [1.4498, -3.4163, 0.6857], [0.1733, -2.9172, 1.8105], [1.7079, -1.9933, 1.6591], [-0.3049, -3.4680, -0.8158], [-0.6926, -1.8582, -1.5814], [-2.7013, -2.8165, -0.8261], [-2.4017, -1.4042, 0.0692], [-3.2278, -1.8312, 2.1686], [-3.3621, -3.5810, 2.6732], [-4.1720, -2.9777, 1.2471]], "forces_ev_per_angstrom": [[-0.9, 0.2, -2.3], [-0.8, 0.4, 1.1], [0.9, 0.0, 0.7], [0.0, -0.1, -0.1], [0.6, -0.5, -0.1], [-0.4, -0.1, 0.0], [-0.3, 0.1, -0.1], [-0.2, -0.3, -0.3], [0.4, 0.1, 0.0], [0.8, -0.2, -0.7], [1.2, -0.5, -0.2], [0.0, 0.2, 2.0], [0.1, 1.1, -0.7], [-0.8, -0.9, -0.5], [0.5, -0.4, 0.9], [-0.1, -0.3, 0.8], [0.3, 1.5, -0.1], [0.8, -0.4, 0.8], [0.0, 0.8, 0.3], [0.2, 0.2, 0.3], [-0.1, 0.0, 0.0], [0.0, 0.2, -0.4], [-0.1, 0.1, -0.4], [-0.2, -0.7, -0.4], [-0.5, -0.3, 0.1], [0.0, 0.2, -0.4], [-0.2, -0.1, -0.4], [-0.3, -0.2, 0.1], [0.0, 0.1, 0.1], [-0.1, 0.1, -0.4], [0.2, -0.1, 0.1], [-0.4, -0.8, 0.7], [-1.2, 0.4, 0.0], [-0.2, 0.0, -0.6], [-0.1, 0.2, 0.2], [-0.3, -0.2, -0.4], [-0.1, 0.0, -0.2], [0.0, 0.0, 0.1], [-0.2, 0.3, -0.1], [0.3, 0.1, -0.2], [0.3, -0.3, -0.2], [0.2, -0.3, 0.0], [0.6, 0.2, 0.4], [0.1, 0.0, 0.3], [0.2, 0.2, 0.2], [0.1, -0.1, -0.2]]}